Record 1
DFT (ωB97M-V/def2-TZVPD) results for a cluster of 2 separate species, C2H3NO2 in total in a non-equilibrium geometry.

For the HOMO energy (alpha / beta), the calculation gives -9.34 / -9.33 eV. Its HOMO-LUMO gap (alpha / beta) is 8.440 / 8.086 eV.

Geometry as ORCA input:
```
! RIJCOSX wB97M-V def2-TZVPD def2/J DEFGRID3
* xyz 0 1
C 0.08431 -0.95209 0.11168
C -0.23246 0.10335 -0.80711
N -2.15966 0.39253 0.37828
O -0.18678 -2.16188 0.03740
O -2.87600 -0.47917 0.09213
H 0.42068 -0.52463 1.21207
H 0.17414 1.08813 -0.62588
H -0.49306 0.04784 -1.90375
*
```

=====

Record 2
DFT (ωB97M-V/def2-TZVPD) results for a cluster of 2 separate species, C2H3NO2 in total in a non-equilibrium geometry.

For the HOMO energy (alpha / beta), the calculation gives -8.34 / -8.56 eV. Its HOMO-LUMO gap (alpha / beta) is 8.593 / 8.361 eV.

Geometry as ORCA input:
```
! RIJCOSX wB97M-V def2-TZVPD def2/J DEFGRID3
* xyz 0 1
C -0.51702 0.53014 -0.19528
C 0.48757 -0.43789 -0.34734
N 2.66006 0.81994 -1.29147
O 2.66506 0.63159 -2.43495
O -0.47256 -0.24547 -1.35378
H -1.14332 0.27239 0.64190
H -0.34490 1.49141 -0.49347
H 0.62562 -1.41177 0.02983
*
```

=====

Record 3
DFT (ωB97M-V/def2-TZVPD) results for the molecule C2H3NO2S in a non-equilibrium geometry.

For the HOMO energy, the calculation gives -9.26 eV. As for the SMILES: O/N=C\C(O)=S. Its HOMO-LUMO gap is 8.780 eV.

Geometry as ORCA input:
```
! RIJCOSX wB97M-V def2-TZVPD def2/J DEFGRID3
* xyz 0 1
C 0.05045 -0.99353 -0.04731
C -0.98976 0.10379 0.00447
H 2.60322 0.37589 0.18289
H -0.23640 -2.06373 -0.05072
H -1.28339 1.90525 0.02322
N 1.30919 -0.87058 -0.04110
O 1.66873 0.45908 0.00305
O -0.54095 1.32288 -0.07182
S -2.58110 -0.23905 -0.00268
*
```

=====

What are the total energy values for these records? In order: -7702.94826, -7701.29039, -18540.53100 eV.